1.
The following is a DFT calculation (ωB97M-V with the def2-TZVPD basis set) of C11H11F3O11P2PtS as an isolated structure.

Calculated values
charge: 0
energy relative to the best compared isomer or geometry (same formula, charge and spin): 15.6 kcal per mole
HOMO energy (alpha / beta): -9.065 / -9.064 eV

Last column: Mulliken charge in e.
Atoms and positions in Å:
Pt: 1.09246 0.84297 -0.61962  1.0666
C: 3.82116 -2.59195 0.78577  -1.8068
C: 3.44812 -1.19208 1.25041  1.1384
O: 4.11694 -0.90589 2.46397  -0.5871
P: 3.92400 0.05111 -0.01242  0.9803
O: 5.37808 -0.29404 -0.51048  -0.5759
O: 4.10530 1.41798 0.73649  -0.5680
O: 2.96114 0.03309 -1.16580  -0.8156
P: 1.62880 -0.98873 1.41914  0.6658
O: 1.30963 -1.95693 2.64915  -0.5609
O: 0.93830 -1.31911 0.09420  -0.7588
O: 1.36821 0.42935 1.83048  -0.6806
H: 4.89879 -2.67279 0.64937  0.4112
H: 3.32377 -2.82105 -0.15617  0.4302
H: 3.50494 -3.31198 1.53954  0.4322
H: 3.82882 -0.03386 2.76923  0.4343
H: 6.07710 0.02319 0.07465  0.3501
H: 3.32712 2.03059 0.80493  0.4634
H: 0.43665 -1.79004 3.02278  0.3814
F: -6.35943 -2.40582 0.05127  -0.2648
C: -6.31001 -1.47017 -0.90635  0.8915
F: -7.34115 -0.63001 -0.70259  -0.2410
F: -6.52196 -2.07960 -2.08327  -0.2540
C: -5.00128 -0.71759 -0.90158  0.3750
C: -4.19279 -0.73761 0.22839  -0.6663
C: -3.04065 0.02309 0.24962  -0.4402
C: -2.68851 0.78254 -0.87714  0.1032
C: -3.49703 0.76324 -2.02655  -0.6139
C: -4.66604 0.03250 -2.02508  -0.7837
C: -1.51526 1.54867 -0.86621  -0.0364
C: -0.40170 2.14737 -0.81804  0.7020
H: -4.47217 -1.33353 1.08492  0.4476
H: -2.40238 0.04665 1.12131  0.5246
H: -3.20907 1.35335 -2.88464  0.4896
H: -5.31477 0.03202 -2.88968  0.4148
O: -0.04623 3.44054 -0.66620  -0.3746
S: 1.62930 3.59663 -0.65497  1.2071
O: 1.86142 4.90707 -1.12927  -0.6231
O: 2.06776 3.27796 0.67996  -0.6531
O: 1.93261 2.47289 -1.60949  -0.6046

=====

2.
The following is a DFT calculation (ωB97M-V with the def2-TZVPD basis set) of C11H11IIrN2O3 as an isolated structure.

Calculated values
charge: +1
HOMO energy (alpha / beta): -11.700 / -11.822 eV

Last column: natural (NBO) charge in e.
Atoms and positions in Å:
Ir: 0.17185 -1.75468 -0.25326  1.0236
N: 2.57765 -2.20098 -0.13126  -0.6276
N: 2.91005 -1.84588 1.19624  -0.5333
C: 1.93655 -1.95748 2.22194  0.8558
O: 2.33465 -1.95708 3.36194  -0.5855
O: 0.73175 -2.05828 1.82824  -0.6726
H: 2.78395 -3.18528 -0.33136  0.3841
H: 3.13425 -1.63468 -0.77276  0.3994
H: 3.85925 -2.02588 1.50604  0.4047
I: -2.58015 -1.69998 -0.62676  0.3954
C: -2.43865 0.45372 -0.52946  -0.0876
C: -3.60925 1.16672 -0.44146  -0.2269
C: -3.55875 2.55972 -0.35056  -0.1996
C: -2.34575 3.20392 -0.34906  -0.1239
C: -1.14205 2.47762 -0.42306  -0.0904
C: 0.10435 3.13182 -0.34206  -0.1109
C: 1.28125 2.42122 -0.36826  -0.2122
C: 1.25655 1.03622 -0.53036  -0.1913
C: 0.05865 0.33452 -0.58036  -0.2128
C: -1.16715 1.05142 -0.52346  -0.0640
H: -4.55865 0.65732 -0.43186  0.2370
H: -4.47675 3.11542 -0.26006  0.2415
H: -2.29845 4.27932 -0.26456  0.2332
H: 0.12465 4.20892 -0.25736  0.2314
H: 2.22865 2.93072 -0.28606  0.2370
H: 2.20045 0.51552 -0.61176  0.2116
O: 0.34455 -4.13768 -0.67946  -0.9359
H: -0.48635 -4.55608 -0.92476  0.5099
H: 0.62285 -4.53018 0.15494  0.5099

=====

3.
The following is a DFT calculation (ωB97M-V with the def2-TZVPD basis set) of C11H11LaN3O5 as an isolated structure.

Calculated values
charge: +1
energy relative to the best compared isomer or geometry (same formula, charge and spin): 0.0 kcal per mole
HOMO energy (alpha / beta): -10.328 / -8.950 eV

Last column: Mulliken charge in e.
Atoms and positions in Å:
La: 7.25607 8.35903 7.56023  1.4692
O: 3.63900 11.09886 6.99502  -0.4517
C: 4.77564 10.41589 7.38119  0.3791
O: 5.57890 9.91142 6.55562  -0.5458
C: 4.97428 10.25540 8.80050  0.6433
C: 4.58722 11.20488 9.69781  -0.5428
C: 4.92238 11.00088 11.04211  -0.5719
C: 5.62468 9.88044 11.46127  -0.5550
C: 6.02148 8.96699 10.44745  0.7082
N: 5.59311 9.14897 9.17744  -0.5497
C: 7.05473 7.96582 10.68398  0.8075
O: 7.16180 7.36131 11.88147  -0.4178
O: 7.89780 7.67171 9.78448  -0.5980
H: 3.61175 11.10211 5.98217  0.4213
H: 4.15470 12.11654 9.33162  0.4735
H: 4.63589 11.66377 11.82103  0.4773
H: 5.91633 9.73331 12.51173  0.2964
H: 6.39171 7.47697 12.47180  0.3701
N: 5.30509 4.83231 5.92177  -0.3227
C: 6.15380 5.84803 5.97584  0.6459
O: 6.35781 6.38238 7.14892  -0.6151
C: 6.72874 6.31494 4.62343  -0.2600
C: 7.24946 7.66422 4.70660  -1.5978
H: 4.85536 4.54726 6.76822  0.2579
H: 5.12867 4.39955 5.03477  0.2234
H: 5.87645 6.26203 3.91286  0.3799
H: 7.42511 5.53591 4.27823  0.3931
H: 6.58934 8.43186 4.35985  0.3484
H: 8.29697 7.74845 4.61045  0.4636
N: 9.03731 10.18275 6.83721  -0.4542
C: 9.34879 11.31559 7.05458  -0.2758

=====

4.
The following is a DFT calculation (ωB97M-V with the def2-TZVPD basis set) of a 2-piece molecular cluster, C11H11N overall.

Calculated values
charge: 0
energy relative to the best compared isomer or geometry (same formula, charge and spin): 87.8 kcal per mole
SMILES: c1ccccc1.c1ccncc1
HOMO energy: -9.230 eV

Last column: natural (NBO) charge in e.
Atoms and positions in Å:
C: -4.23065 -1.04097 -0.84758  -0.2484
C: -4.02836 0.27023 -1.27156  -0.1859
C: -3.86696 1.33225 -0.41486  -0.2249
C: -3.86786 1.04627 0.95988  -0.2065
C: -3.75273 -0.26032 1.31719  -0.2152
C: -3.91618 -1.29192 0.36822  -0.1851
H: -4.11283 -1.85752 -1.39343  0.2117
H: -3.81545 0.37198 -2.34253  0.2091
H: -3.93771 2.35910 -0.70759  0.2167
H: -3.76950 1.85646 1.62214  0.2107
H: -3.73280 -0.69172 2.36067  0.2081
H: -3.93186 -2.23012 1.01620  0.2099
C: 2.48909 -0.27255 -0.24910  -0.1916
C: 2.97575 0.95113 -0.06470  -0.2575
C: 4.38145 1.22649 0.04700  0.0584
N: 5.32560 0.35579 0.03671  -0.4218
C: 4.99103 -0.97414 0.08993  -0.0064
C: 3.59434 -1.28746 -0.09890  -0.2415
H: 1.43721 -0.66304 -0.31838  0.2399
H: 2.31748 1.85284 0.07689  0.2159
H: 4.51901 2.41977 -0.10838  0.1852
H: 5.69596 -1.70795 0.37938  0.2050
H: 3.43772 -2.39433 0.14499  0.2144

=====

5.
The following is a DFT calculation (ωB97M-V with the def2-TZVPD basis set) of C11H11N as an isolated structure.

Calculated values
charge: 0
energy relative to the best compared isomer or geometry (same formula, charge and spin): 186.6 kcal per mole
HOMO energy (alpha / beta): -6.759 / -6.861 eV

Last column: natural (NBO) charge in e.
Atoms and positions in Å:
C: -2.11074 1.97141 0.02986  -0.3180
C: 2.42553 1.18782 -0.90515  -0.1354
C: 2.75493 -0.08388 -0.54912  -0.2519
C: 0.35444 1.94971 0.41233  -0.1671
C: -3.05320 1.03372 -0.23705  0.0208
C: -0.81732 1.30404 0.19065  -0.0641
C: -1.09627 -0.09702 -0.00578  -0.0278
C: -0.39438 -1.17276 0.24113  0.1859
C: 1.75528 1.47054 0.42794  -0.3355
C: 2.07355 -0.02672 0.68612  -0.1217
C: -0.26020 -2.62617 0.13683  -0.7142
N: -2.55212 -0.22891 -0.22575  -0.5952
H: -2.16292 2.96879 0.17789  0.2124
H: 2.65817 1.83827 -1.62594  0.1910
H: 3.30292 -0.85918 -1.14652  0.2084
H: 0.42365 3.07508 0.59130  0.1972
H: -4.09961 1.33554 -0.41078  0.2142
H: 2.27208 2.00518 1.19491  0.2118
H: 2.39662 -0.54353 1.66951  0.2051
H: -0.86545 -2.98976 1.03137  0.2343
H: 0.73116 -2.97314 0.20825  0.2354
H: -0.50053 -2.93286 -0.80564  0.2213
H: -2.91739 -0.96649 -0.73833  0.3930

=====

6.
The following is a DFT calculation (ωB97M-V with the def2-TZVPD basis set) of a 2-piece molecular cluster, C11H11N overall.

Calculated values
charge: 0
energy relative to the best compared isomer or geometry (same formula, charge and spin): 102.2 kcal per mole
SMILES: c1ccccc1.c1ccncc1
HOMO energy: -9.052 eV

Last column: natural (NBO) charge in e.
Atoms and positions in Å:
C: 2.26694 -1.05602 0.66945  -0.2671
C: 1.87332 0.09993 1.36234  -0.1887
C: 1.78742 1.35679 0.64833  -0.2357
C: 1.90903 1.19834 -0.83141  -0.2141
C: 2.14485 -0.03708 -1.46060  -0.2281
C: 2.33435 -1.14988 -0.60642  -0.2206
H: 2.52470 -1.83018 1.47967  0.2271
H: 1.56574 -0.10724 2.57609  0.2284
H: 1.84146 2.34941 1.18075  0.2362
H: 2.13199 2.16802 -1.34136  0.2197
H: 2.48027 -0.11129 -2.51113  0.2314
H: 2.47101 -2.15494 -1.11557  0.2224
C: -1.06799 -0.27494 -0.18183  -0.1971
C: -1.58862 1.00396 0.05300  -0.2364
C: -3.04305 1.21854 -0.12614  0.0117
N: -3.93059 0.19569 -0.15526  -0.4220
C: -3.40735 -1.06316 -0.10841  0.0152
C: -2.03433 -1.19800 -0.07586  -0.2665
H: 0.02094 -0.66824 -0.17342  0.2524
H: -1.11022 2.05229 0.19966  0.2260
H: -3.48433 2.20313 -0.05453  0.1976
H: -4.01735 -1.99573 0.49120  0.2051
H: -1.66820 -2.19940 0.08144  0.2032

=====

7.
The following is a DFT calculation (ωB97M-V with the def2-TZVPD basis set) of a 2-piece molecular cluster, C11H11N overall.

Calculated values
charge: 0
energy relative to the best compared isomer or geometry (same formula, charge and spin): 76.9 kcal per mole
SMILES: c1ccccc1.c1ccncc1
HOMO energy: -9.195 eV

Last column: natural (NBO) charge in e.
Atoms and positions in Å:
C: -3.20276 1.10284 0.86099  -0.2491
C: -4.21789 0.51008 0.09803  -0.1738
C: -4.11875 -0.77771 -0.63470  -0.2279
C: -2.84699 -1.25433 -0.75031  -0.2136
C: -1.79464 -0.76651 0.04644  -0.2275
C: -2.00871 0.41454 0.81194  -0.2071
H: -3.58721 2.11667 1.26436  0.2398
H: -5.18915 0.93606 -0.00700  0.1965
H: -5.00153 -0.92784 -1.24511  0.2216
H: -2.47963 -2.20479 -1.11110  0.2115
H: -0.94407 -1.42169 -0.03864  0.2204
H: -1.20146 0.92188 1.32839  0.2097
C: 2.95797 1.18234 -0.66657  -0.1752
C: 4.29756 0.72096 -0.72703  -0.2614
C: 4.60431 -0.47244 0.01661  0.0650
N: 3.94156 -1.11474 0.83600  -0.4137
C: 2.59529 -0.84436 0.74364  0.0096
C: 2.05067 0.25687 -0.04348  -0.2699
H: 2.67484 2.08571 -1.21763  0.2247
H: 4.98277 1.41032 -1.02312  0.2143
H: 5.63016 -0.89528 0.01614  0.1790
H: 1.92150 -1.28665 1.51776  0.2001
H: 0.93612 0.30809 -0.07561  0.2268

=====

8.
The following is a DFT calculation (ωB97M-V with the def2-TZVPD basis set) of an isolated ion of composition C11H11N4 and charge +1.

Calculated values
charge: +1
energy relative to the best compared isomer or geometry (same formula, charge and spin): 72.7 kcal per mole
SMILES: C=C[C@@H](C#N)n1cc[n+]([C@H](C#N)C=C)c1
HOMO energy: -13.997 eV

Last column: natural (NBO) charge in e.
Atoms and positions in Å:
C: -4.13758 -0.07972 1.39784  -0.2994
C: -3.04705 0.47945 0.85375  -0.2514
C: -2.54266 0.03295 -0.47343  -0.1581
C: -2.46168 1.25153 -1.29125  0.2238
N: -2.22035 2.22445 -1.85704  -0.2061
N: -1.11939 -0.48776 -0.26036  -0.2685
C: -0.75355 -1.75327 -0.13109  -0.0216
C: 0.60377 -1.74741 0.07078  -0.0466
N: 1.01972 -0.39089 0.10674  -0.2703
C: 2.36456 0.06424 0.32094  -0.1656
C: 2.39616 1.28617 1.11964  0.2130
N: 2.49028 2.18340 1.82184  -0.1970
C: 3.19056 0.38561 -0.93179  -0.2164
C: 4.46760 0.02809 -1.28950  -0.2870
C: -0.05514 0.30346 -0.06314  0.2606
H: -4.43127 0.33317 2.38503  0.2285
H: -4.80240 -0.80283 1.00055  0.2150
H: -2.49608 1.22430 1.46348  0.2427
H: -3.12308 -0.85671 -0.88909  0.2881
H: -1.48134 -2.42364 0.15654  0.2502
H: 1.18620 -2.63637 -0.02820  0.2664
H: 2.78428 -0.80990 0.96646  0.2725
H: 2.62516 1.14865 -1.29985  0.1974
H: 4.82253 0.46354 -2.20457  0.2331
H: 5.07715 -0.73765 -0.76892  0.2263
H: -0.35640 1.31715 -0.17535  0.2703

=====

9.
The following is a DFT calculation (ωB97M-V with the def2-TZVPD basis set) of one molecule with the formula C11H11NO.

Calculated values
charge: 0
energy relative to the best compared isomer or geometry (same formula, charge and spin): 0.0 kcal per mole
SMILES: Cc1ncc(C)c2c(O)cccc12
HOMO energy: -7.853 eV

Last column: natural (NBO) charge in e.
Atoms and positions in Å:
C: 0.24153 1.52633 2.97553  -0.6568
C: 0.39886 0.55753 1.83191  0.2546
N: 1.26898 -0.42597 2.08824  -0.4426
C: 1.47494 -1.35616 1.17326  0.0471
C: 0.87524 -1.36476 -0.12848  -0.0621
C: 1.18378 -2.54791 -0.97508  -0.6745
C: 0.04179 -0.28356 -0.45149  -0.1204
C: -0.64234 -0.07695 -1.70642  0.3214
O: -0.43408 -0.89638 -2.77395  -0.6607
C: -1.53095 0.95928 -1.86404  -0.2795
C: -1.74869 1.93592 -0.87259  -0.1696
C: -1.08394 1.79088 0.32154  -0.2500
C: -0.22787 0.70855 0.55107  -0.0127
H: 0.75533 2.46985 2.75264  0.2250
H: -0.81766 1.75864 3.14593  0.2159
H: 0.70042 1.09728 3.87530  0.2431
H: 2.01842 -2.26375 1.44114  0.1824
H: 0.24120 -3.11183 -1.27306  0.2245
H: 1.74815 -2.26770 -1.91658  0.2219
H: 1.83739 -3.27213 -0.44500  0.2442
H: 0.12813 -1.58300 -2.38338  0.4872
H: -2.11067 1.05051 -2.79855  0.2250
H: -2.51170 2.69534 -1.08791  0.2196
H: -1.29331 2.48479 1.13209  0.2170

=====

Question: What is the charge in the ninth record?
Answer: 0

=====

Question: What is the charge in the fifth record?
Answer: 0

=====

Repeat the seventh record exactly.
The following is a DFT calculation (ωB97M-V with the def2-TZVPD basis set) of a 2-piece molecular cluster, C11H11N overall.

Calculated values
charge: 0
energy relative to the best compared isomer or geometry (same formula, charge and spin): 76.9 kcal per mole
SMILES: c1ccccc1.c1ccncc1
HOMO energy: -9.195 eV

Last column: natural (NBO) charge in e.
Atoms and positions in Å:
C: -3.20276 1.10284 0.86099  -0.2491
C: -4.21789 0.51008 0.09803  -0.1738
C: -4.11875 -0.77771 -0.63470  -0.2279
C: -2.84699 -1.25433 -0.75031  -0.2136
C: -1.79464 -0.76651 0.04644  -0.2275
C: -2.00871 0.41454 0.81194  -0.2071
H: -3.58721 2.11667 1.26436  0.2398
H: -5.18915 0.93606 -0.00700  0.1965
H: -5.00153 -0.92784 -1.24511  0.2216
H: -2.47963 -2.20479 -1.11110  0.2115
H: -0.94407 -1.42169 -0.03864  0.2204
H: -1.20146 0.92188 1.32839  0.2097
C: 2.95797 1.18234 -0.66657  -0.1752
C: 4.29756 0.72096 -0.72703  -0.2614
C: 4.60431 -0.47244 0.01661  0.0650
N: 3.94156 -1.11474 0.83600  -0.4137
C: 2.59529 -0.84436 0.74364  0.0096
C: 2.05067 0.25687 -0.04348  -0.2699
H: 2.67484 2.08571 -1.21763  0.2247
H: 4.98277 1.41032 -1.02312  0.2143
H: 5.63016 -0.89528 0.01614  0.1790
H: 1.92150 -1.28665 1.51776  0.2001
H: 0.93612 0.30809 -0.07561  0.2268